# 1
Density functional theory data (the ωB97M-V functional and the def2-TZVPD basis) for a 2-piece molecular cluster, C5H14Si overall.

LUMO energy   1.04 eV
Energy above the lowest of the compared OMol25 structures with the same formula, charge and spin   332.48 kJ/mol
Highest occupied orbital energy   -7.82 eV
HOMO-LUMO gap   8.86 eV
Charge   0

Each line ends with the natural charge from an NBO analysis.
CARTESIAN COORDINATES (ANGSTROEM)
C 1.909 0.342 -0.914  -0.650
C 1.120 -1.281 0.864  -0.689
C -0.716 1.647 0.812  -0.663
C 0.899 -0.676 -0.425  -0.116
C -0.857 0.741 -0.449  -0.599
Si -2.309 -0.580 -0.302  0.848
H 2.147 1.014 -0.113  0.201
H 2.959 -0.057 -1.222  0.206
H 1.440 0.955 -1.742  0.219
H 0.225 -1.886 1.222  0.229
H 1.978 -2.107 0.916  0.227
H 1.570 -0.611 1.662  0.221
H 0.066 2.340 0.654  0.214
H -1.754 1.965 1.047  0.213
H -0.480 0.971 1.641  0.210
H 0.281 -1.146 -1.180  0.220
H -0.778 1.188 -1.535  0.215
H -2.522 -0.776 1.123  -0.165
H -1.742 -1.828 -0.920  -0.178
H -3.437 -0.214 -1.140  -0.163

***

# 2
Density functional theory data (the ωB97M-V functional and the def2-TZVPD basis) for C5H15BBr2ClF2KLiN4O5S2 as an isolated structure.

LUMO energy   -5.70 eV
Highest occupied orbital energy   -6.97 eV
HOMO-LUMO gap   1.27 eV
Charge   +1

Each line ends with the Löwdin charge.
CARTESIAN COORDINATES (ANGSTROEM)
C 4.155 -3.266 1.535  -0.049
N 2.841 -2.613 1.247  0.040
C 2.442 -1.514 1.895  -0.297
N 3.377 -0.928 2.850  0.154
N 1.195 -0.814 1.704  0.199
B -0.018 -1.681 1.739  -0.508
C -0.268 -2.958 2.698  -0.021
O -1.048 -1.341 0.807  0.082
H 4.371 -3.929 0.636  0.116
H 5.004 -2.524 1.571  0.108
H 4.148 -3.951 2.426  0.087
H 2.240 -3.038 0.539  0.152
H 4.175 -0.637 2.250  0.121
H 2.969 -0.035 3.150  0.117
H 1.229 -0.243 0.850  0.166
H -0.738 -3.762 2.038  0.090
H 0.658 -3.406 3.166  -0.015
H -1.055 -2.715 3.480  0.110
H -0.773 -1.804 -0.018  0.078
N -0.800 1.033 -2.560  -0.332
S -1.479 1.986 -3.617  0.402
O -2.903 1.838 -3.824  -0.525
O -0.700 2.356 -4.784  -0.548
F -1.434 3.337 -2.806  -0.286
S -0.762 -0.454 -3.061  0.498
O -0.458 -1.398 -2.011  -0.315
O -0.123 -0.724 -4.330  -0.307
F -2.281 -0.799 -3.356  -0.165
Li 1.559 -4.963 2.667  0.698
Cl -3.781 3.850 -4.420  -0.077
Br -2.546 2.136 -0.343  0.738
C -2.655 3.562 0.983  -0.678
C -2.893 4.902 0.333  -0.674
Br -1.261 5.596 -0.474  0.625
H -1.737 3.524 1.566  0.042
H -3.497 3.290 1.621  0.054
H -3.177 5.643 1.080  0.056
H -3.648 4.872 -0.450  0.062
K -0.327 1.573 -6.778  1.003

***

# 3
Density functional theory data (the ωB97M-V functional and the def2-TZVPD basis) for C5H15ClN2S as an isolated structure.

LUMO energy   0.77 eV
Highest occupied orbital energy   -8.50 eV
HOMO-LUMO gap   9.28 eV
Charge   0

Each line ends with the natural charge from an NBO analysis.
CARTESIAN COORDINATES (ANGSTROEM)
C -3.477 0.231 0.334  -0.249
C -3.206 -1.055 -0.311  -0.372
C 3.389 1.791 -0.102  -0.403
C 1.499 0.166 0.256  -0.226
C 0.972 -1.195 -0.283  -0.466
H -2.727 2.109 -0.200  0.366
H -1.597 0.766 -0.395  0.368
H -4.469 0.565 0.420  0.214
H -3.023 0.094 1.321  0.167
H -3.759 -1.788 0.340  0.215
H -3.251 -1.063 -1.345  0.224
H 2.659 2.593 -0.439  0.187
H 4.311 1.955 -0.612  0.205
H 3.617 1.917 0.963  0.163
H 3.323 -0.209 -0.332  0.363
H 1.526 0.051 1.369  0.155
H 0.670 0.924 0.160  0.181
H -0.065 -1.315 0.220  0.179
H 0.947 -1.072 -1.386  0.220
H 1.815 -3.093 1.203  0.139
N -2.631 1.132 -0.447  -0.869
N 2.715 0.549 -0.411  -0.635
S 2.194 -2.598 -0.112  -0.103
Cl -1.431 -1.456 -0.211  -0.020

***

# 4
Density functional theory data (the ωB97M-V functional and the def2-TZVPD basis) for C5H15EuIN2O2 as an isolated structure.

LUMO energy (spin up / spin down)   -0.25 / -0.39 eV
Energy above the lowest of the compared OMol25 structures with the same formula, charge and spin   433.75 kJ/mol
Spin multiplicity   8
Highest occupied orbital energy (spin up / spin down)   -5.00 / -5.90 eV
HOMO-LUMO gap (spin up / spin down)   4.75 / 5.51 eV
Charge   0

Each line ends with the Löwdin charge.
CARTESIAN COORDINATES (ANGSTROEM)
C 0.524 -0.470 -4.727  -0.178
C 0.524 1.026 -5.055  -0.176
H 1.545 -0.858 -4.648  0.061
H 0.009 -1.046 -5.504  0.060
H 0.018 -0.667 -3.776  -0.001
H 0.886 1.618 -4.208  0.056
H 1.170 1.244 -5.913  0.056
H -0.484 1.379 -5.300  0.060
Eu -0.026 0.644 0.698  0.806
C -0.914 1.747 -0.771  -0.541
H -0.165 2.477 -1.102  -0.046
H -1.771 2.248 -0.302  -0.054
H -1.256 1.164 -1.626  -0.087
I -0.425 -1.486 -0.705  0.104
C 1.869 -1.364 4.849  -0.072
O 0.555 -1.333 4.424  -0.026
C 0.104 -0.748 3.283  -0.507
O 0.898 -0.347 2.429  -0.143
N -1.252 -0.596 3.130  0.010
N -1.818 0.068 2.038  -0.103
H 1.933 -0.869 5.841  0.104
H 2.554 -0.835 4.154  0.102
H 2.196 -2.418 4.956  0.106
H -1.877 -0.936 3.876  0.173
H -2.497 -0.561 1.554  0.104
H -2.301 0.920 2.403  0.132